Model w:
A 2-piece molecular cluster, C4H10S2 overall, computed with ωB97M-V/def2-TZVPD.

Values from the calculation:
Gap between HOMO and LUMO = 9.484 eV
E_HOMO = -9.1 eV
SMILES string = C=CC.CSS

The geometry in ORCA input format:
```
! wB97M-V def2-TZVPD RIJCOSX def2/J DEFGRID3
* xyz 0 1
C 1.912 1.919 0.333
C 1.429 1.357 1.447
C 1.609 -0.147 1.684
H 2.154 2.978 0.367
H 2.245 1.358 -0.532
H 0.746 1.871 2.135
H 0.731 -0.721 1.956
H 2.107 -0.488 0.770
H 2.264 -0.231 2.552
C -2.447 -2.147 -1.284
S -3.199 -0.591 -1.915
S -1.716 0.809 -1.517
H -3.010 -2.286 -0.370
H -1.388 -2.018 -1.084
H -2.485 -2.956 -1.998
H -0.952 1.295 -2.543
*
```

***

Model x:
A 2-piece molecular cluster, C4H10S2 overall, computed with ωB97M-V/def2-TZVPD.

Values from the calculation:
Gap between HOMO and LUMO = 8.052 eV
E_HOMO = -8.3 eV
SMILES string = C=CC.CSS

The geometry in ORCA input format:
```
! wB97M-V def2-TZVPD RIJCOSX def2/J DEFGRID3
* xyz 0 1
C 1.631 2.720 1.397
C 1.284 1.910 2.474
C 1.988 0.627 2.925
H 0.961 3.522 1.294
H 2.605 2.441 1.084
H 0.520 2.193 3.164
H 1.275 -0.225 2.854
H 2.847 0.392 2.268
H 2.355 0.574 3.935
C -1.907 -2.449 -1.271
S -1.633 -0.747 -1.913
S 0.190 -0.285 -0.891
H -1.026 -3.108 -1.073
H -2.721 -3.005 -1.915
H -2.369 -2.214 -0.272
H 0.672 -0.903 0.376
*
```

***

Ranked by calculated energy, most stable first: model w, model x.

***

Model w:
One molecule with the formula C4H10S2, computed with ωB97M-V/def2-TZVPD.

Values from the calculation:
Gap between HOMO and LUMO = 8.737 eV
E_HOMO = -7.9 eV
SMILES string = CCCSSC

The geometry in ORCA input format:
```
! wB97M-V def2-TZVPD RIJCOSX def2/J DEFGRID3
* xyz 0 1
C 0.002 2.324 -0.341
C 0.155 1.001 0.463
C -1.037 0.069 0.300
S -1.222 -0.722 -1.332
S 0.446 -1.928 -1.598
C 0.865 -2.512 0.107
H -0.426 2.268 -1.345
H -0.702 2.927 0.227
H 0.968 2.818 -0.380
H 1.081 0.517 0.135
H 0.301 1.246 1.519
H -1.368 -0.629 1.065
H -1.929 0.676 0.056
H 1.680 -3.206 -0.116
H 1.148 -1.716 0.793
H 0.039 -3.133 0.447
*
```

***

Model x:
One molecule with the formula C4H10S2, computed with ωB97M-V/def2-TZVPD.

Values from the calculation:
Gap between HOMO and LUMO = 9.422 eV
E_HOMO = -8.5 eV
SMILES string = CCCSSC

The geometry in ORCA input format:
```
! wB97M-V def2-TZVPD RIJCOSX def2/J DEFGRID3
* xyz 0 1
C -2.698 -1.215 0.339
C -1.140 -1.261 0.309
C -0.558 0.175 0.268
S 1.106 0.270 0.951
S 2.680 0.159 -0.178
C 3.270 1.757 -0.821
H -3.213 -1.924 -0.394
H -2.968 -1.599 1.366
H -3.003 -0.187 0.159
H -0.874 -2.002 1.130
H -0.842 -1.658 -0.594
H -0.573 0.609 -0.661
H -1.247 0.756 1.008
H 2.428 2.478 -0.929
H 4.021 2.127 -0.156
H 3.610 1.515 -1.798
*
```

***

Ranked by calculated energy, most stable first: model w, model x.

***

Model w:
C42H35AsBrNNiP2S4Si as an isolated structure, computed with ωB97M-V/def2-TZVPD.

Values from the calculation:
Gap between HOMO and LUMO = 5.171 eV
E_HOMO = -1.4 eV

The geometry in ORCA input format:
```
! wB97M-V def2-TZVPD RIJCOSX def2/J DEFGRID3
* xyz -2 1
Ni -1.781 -0.976 -0.269
C 0.687 -3.592 -0.598
Si 0.135 -1.828 -1.005
C 1.668 -0.687 -0.677
C 2.169 0.073 -1.743
C 3.265 0.911 -1.608
C 3.923 0.996 -0.389
C 3.439 0.272 0.689
C 2.302 -0.532 0.571
P 1.541 -1.375 2.019
C 0.686 0.027 2.899
C 0.627 1.987 2.060
C -0.348 3.056 2.448
C -1.520 2.514 2.755
C -1.516 0.186 3.884
C -0.210 -0.531 3.994
C 2.996 -1.574 3.119
C 4.086 -2.323 2.659
C 5.174 -2.578 3.476
C 5.196 -2.098 4.782
C 4.120 -1.364 5.254
C 3.030 -1.103 4.430
C 0.019 -1.832 -2.917
C 0.825 -2.573 -3.784
C 0.587 -2.588 -5.151
C -0.473 -1.854 -5.673
C -1.274 -1.099 -4.828
C -1.023 -1.075 -3.454
P -1.980 -0.083 -2.158
C -1.041 1.497 -2.282
C -0.788 2.234 -1.128
C -0.009 3.382 -1.182
C 0.536 3.807 -2.385
C 0.294 3.077 -3.540
C -0.487 1.930 -3.486
C -3.489 0.138 -3.170
C -4.354 -0.951 -3.279
C -5.492 -0.861 -4.061
C -5.785 0.313 -4.748
C -4.933 1.401 -4.632
C -3.790 1.315 -3.844
H 1.675 -3.813 -1.015
H -0.040 -4.286 -1.029
H 0.709 -3.758 0.478
H 1.687 0.005 -2.711
H 3.611 1.487 -2.459
H 4.799 1.624 -0.274
H 3.962 0.328 1.636
H 1.207 2.202 1.159
H -0.104 4.111 2.493
H -2.406 3.048 3.068
H -2.436 -0.347 4.083
H -0.172 -1.590 4.212
H 4.074 -2.701 1.643
H 6.008 -3.156 3.095
H 6.047 -2.296 5.423
H 4.124 -0.982 6.268
H 2.203 -0.518 4.819
H 1.644 -3.162 -3.382
H 1.211 -3.183 -5.808
H -0.681 -1.879 -6.737
H -2.104 -0.537 -5.242
H -1.205 1.893 -0.188
H 0.174 3.942 -0.273
H 1.151 4.699 -2.422
H 0.718 3.393 -4.487
H -0.652 1.360 -4.392
H -4.159 -1.851 -2.704
H -6.165 -1.708 -4.116
H -6.680 0.383 -5.355
H -5.160 2.327 -5.147
H -3.144 2.178 -3.746
S -4.839 -2.978 -0.279
As -3.830 -1.651 1.008
S -1.835 -2.311 1.560
S -3.483 0.500 -0.197
S -4.841 -0.810 2.663
Br -0.045 2.575 6.916
C 0.286 1.590 5.304
C 1.295 1.952 4.528
C 1.503 1.329 3.194
N -0.191 0.761 1.944
C -1.500 1.017 2.608
C -0.603 0.439 5.082
H 1.912 2.801 4.797
H 2.562 1.280 2.955
H -2.327 0.670 1.986
H -0.969 -0.008 5.998
*
```

***

Model x:
C42H35AsBrNNiP2S4Si as an isolated structure, computed with ωB97M-V/def2-TZVPD.

Values from the calculation:
Gap between HOMO and LUMO = 4.501 eV
E_HOMO = -1.1 eV

The geometry in ORCA input format:
```
! wB97M-V def2-TZVPD RIJCOSX def2/J DEFGRID3
* xyz -2 1
Ni -0.577 0.738 -0.074
C 2.242 3.148 -0.646
Si 1.464 1.571 0.041
C 2.112 1.494 1.825
C 3.385 1.913 2.227
C 3.785 1.819 3.551
C 2.910 1.302 4.503
C 1.646 0.887 4.122
C 1.242 0.995 2.791
P -0.330 0.299 2.128
C 0.024 -1.455 2.701
C 1.342 -1.923 2.668
C 1.662 -3.230 3.002
C 0.662 -4.124 3.361
C -0.654 -3.687 3.377
C -0.966 -2.370 3.056
C -1.643 0.787 3.304
C -2.901 0.208 3.151
C -3.914 0.464 4.061
C -3.697 1.337 5.114
C -2.476 1.988 5.221
C -1.459 1.720 4.320
C 2.450 0.257 -1.029
C 3.758 -0.209 -0.883
C 4.323 -1.081 -1.806
C 3.604 -1.461 -2.934
C 2.311 -0.989 -3.120
C 1.723 -0.170 -2.157
P 0.022 0.558 -2.169
C 0.249 2.023 -3.239
C -0.676 3.053 -3.106
C -0.556 4.206 -3.869
C 0.492 4.339 -4.767
C 1.430 3.318 -4.894
C 1.313 2.167 -4.131
C -1.034 -0.502 -3.241
C -2.148 0.081 -3.843
C -3.047 -0.688 -4.567
C -2.854 -2.056 -4.699
C -1.758 -2.651 -4.091
C -0.862 -1.880 -3.363
H 3.317 2.992 -0.786
H 1.808 3.430 -1.605
H 2.075 3.974 0.047
H 4.069 2.327 1.493
H 4.776 2.146 3.846
H 3.218 1.221 5.539
H 0.973 0.463 4.858
H 2.140 -1.250 2.373
H 2.697 -3.550 2.972
H 0.904 -5.149 3.617
H -1.451 -4.371 3.645
H -2.001 -2.059 3.093
H -3.110 -0.389 2.270
H -4.893 0.028 3.907
H -4.499 1.566 5.806
H -2.325 2.737 5.990
H -0.533 2.274 4.384
H 4.341 0.100 -0.020
H 5.329 -1.457 -1.656
H 4.053 -2.120 -3.669
H 1.763 -1.267 -4.011
H -1.484 3.002 -2.378
H -1.278 4.998 -3.710
H 0.594 5.244 -5.356
H 2.266 3.427 -5.576
H 2.066 1.393 -4.215
H -2.334 1.141 -3.722
H -3.912 -0.213 -5.013
H -3.561 -2.657 -5.260
H -1.603 -3.721 -4.168
H -0.025 -2.368 -2.880
S -3.937 3.420 2.101
As -2.798 3.078 0.340
S -2.890 0.958 -0.332
S -0.624 3.174 0.777
S -3.376 4.371 -1.268
Br -1.685 -6.487 -0.128
C -1.330 -4.625 -0.252
C -2.379 -3.732 -0.343
C -2.059 -2.381 -0.410
N -0.811 -1.928 -0.390
C 0.177 -2.807 -0.305
C -0.024 -4.180 -0.231
H -3.408 -4.063 -0.356
H -2.834 -1.622 -0.474
H 1.184 -2.398 -0.292
H 0.810 -4.862 -0.144
*
```

***

Ranked by calculated energy, most stable first: model x, model w.

***

Model w:
A 2-piece molecular cluster, CH5N2S overall, computed with ωB97M-V/def2-TZVPD.

Values from the calculation:
Gap between HOMO and LUMO = 6.792 eV
E_HOMO = -14.1 eV

The geometry in ORCA input format:
```
! wB97M-V def2-TZVPD RIJCOSX def2/J DEFGRID3
* xyz 1 1
C 1.272 0.316 -0.417
N 2.446 -0.454 -0.361
N -2.125 -0.017 0.621
S 2.495 1.228 -1.114
H 0.271 0.031 -0.456
H 2.799 -1.310 -0.933
H -1.822 0.257 1.624
H -2.693 -0.756 0.768
H -2.642 0.703 0.268
*
```

***

Model x:
An isolated ion of composition CH5N2S and charge +1, computed with ωB97M-V/def2-TZVPD.

Values from the calculation:
Gap between HOMO and LUMO = 9.531 eV
E_HOMO = -13.8 eV
SMILES string = [NH3+][C@H]1NS1

The geometry in ORCA input format:
```
! wB97M-V def2-TZVPD RIJCOSX def2/J DEFGRID3
* xyz 1 1
N 0.882 -0.512 -0.276
C -0.213 0.036 0.454
N -0.908 1.017 -0.354
S -1.918 -0.391 0.066
H 1.841 -0.467 0.176
H 0.828 -0.167 -1.245
H 0.656 -1.660 -0.340
H -0.115 0.264 1.431
H -1.053 1.880 0.089
*
```

***

Ranked by calculated energy, most stable first: model x, model w.